# 1
# C11H16N4O3

The molecule C11H16N4O3 at a distorted geometry (ωB97M-V/def2-TZVPD, OMol25).

Summary:
relative energy (zero: lowest compared OMol25 entry of this formula, charge and spin)	87.0	kJ/mol
F_max	2.981	eV/A
structure (SMILES)	N[C@@H](Cc1c[nH]cn1)C(=O)N1CCC[C@H]1C(=O)O

Structure (ORCA input):
```
! wB97M-V def2-TZVPD RIJCOSX def2/J DEFGRID3
* xyz 0 1
N -1.377 -0.578 2.287
C -0.784 -0.359 1.013
C -1.450 0.768 0.168
C -2.904 0.534 -0.239
C -3.907 1.453 -0.248
N -5.053 0.798 -0.638
C -4.692 -0.518 -0.720
N -3.400 -0.717 -0.522
C 0.682 0.071 1.243
O 0.968 0.934 2.068
N 1.679 -0.424 0.398
C 1.535 -1.591 -0.429
C 3.010 -2.007 -0.692
C 3.742 -0.655 -0.773
C 2.975 0.231 0.282
C 2.922 1.657 -0.275
O 3.548 2.570 0.139
O 1.948 1.690 -1.243
H -2.368 -0.839 2.223
H -1.290 0.259 2.870
H -0.835 -1.238 0.375
H -1.447 1.675 0.717
H -0.820 0.934 -0.700
H -3.907 2.575 -0.247
H -5.998 1.181 -0.781
H -5.408 -1.325 -0.815
H 1.026 -1.383 -1.378
H 0.984 -2.398 0.066
H 3.152 -2.606 -1.610
H 3.488 -2.600 0.112
H 4.794 -0.705 -0.434
H 3.656 -0.266 -1.868
H 3.473 0.264 1.280
H 2.059 2.614 -1.628
*
```

---

# 2
# C11H16N4O3

The molecule C11H16N4O3 at a distorted geometry (ωB97M-V/def2-TZVPD, OMol25).

Summary:
relative energy (zero: lowest compared OMol25 entry of this formula, charge and spin)	66.1	kJ/mol
F_max	3.066	eV/A
structure (SMILES)	O=C(O)[C@H](Cc1c[nH]cn1)NC(=O)[C@@H]1CCCN1

Structure (ORCA input):
```
! wB97M-V def2-TZVPD RIJCOSX def2/J DEFGRID3
* xyz 0 1
O -1.510 -1.976 -0.513
C -0.974 -1.268 -1.313
O -0.849 -1.625 -2.552
C -0.366 0.044 -0.887
C 1.095 -0.163 -0.376
C 1.968 -0.945 -1.347
C 2.602 -0.434 -2.489
N 3.135 -1.561 -3.095
C 2.924 -2.632 -2.266
N 2.220 -2.302 -1.198
N -1.219 0.589 0.128
C -1.040 1.853 0.596
O -0.271 2.674 0.094
C -1.836 2.185 1.901
C -0.830 2.647 2.991
C -0.343 1.315 3.618
C -1.494 0.282 3.375
N -2.439 0.952 2.419
H -1.135 -2.555 -2.664
H -0.323 0.801 -1.693
H 1.072 -0.587 0.642
H 1.451 0.871 -0.293
H 2.641 0.513 -2.966
H 3.601 -1.598 -3.961
H 3.310 -3.613 -2.539
H -1.737 -0.071 0.708
H -2.611 2.931 1.707
H -1.294 3.392 3.677
H 0.026 3.186 2.645
H -0.085 1.424 4.664
H 0.556 0.945 3.084
H -1.184 -0.663 2.996
H -2.022 0.203 4.349
H -3.338 1.189 2.820
*
```

---

# 3
# C11H16N4O3

The molecule C11H16N4O3 at a distorted geometry (ωB97M-V/def2-TZVPD, OMol25).

Summary:
relative energy (zero: lowest compared OMol25 entry of this formula, charge and spin)	20.8	kJ/mol
F_max	1.649	eV/A
structure (SMILES)	O=C(O)[C@H](Cc1c[nH]cn1)NC(=O)[C@@H]1CCCN1

Structure (ORCA input):
```
! wB97M-V def2-TZVPD RIJCOSX def2/J DEFGRID3
* xyz 0 1
O -2.565 -2.852 0.328
C -1.803 -2.117 -0.240
O -1.438 -2.307 -1.504
C -1.297 -0.831 0.436
C -2.478 0.113 0.625
C -2.103 1.400 1.306
C -2.462 1.877 2.539
N -1.838 3.089 2.668
C -1.120 3.296 1.535
N -1.254 2.304 0.682
N -0.240 -0.190 -0.345
C 1.059 -0.635 -0.173
O 1.304 -1.721 0.346
C 2.140 0.296 -0.714
C 2.165 0.288 -2.265
C 3.208 -0.788 -2.574
C 4.232 -0.535 -1.476
N 3.476 -0.147 -0.282
H -0.813 -1.559 -1.768
H -0.875 -1.136 1.384
H -2.888 0.340 -0.347
H -3.249 -0.447 1.205
H -3.127 1.447 3.274
H -1.902 3.706 3.460
H -0.513 4.188 1.360
H -0.378 0.820 -0.449
H 1.900 1.297 -0.330
H 1.194 0.100 -2.719
H 2.515 1.249 -2.688
H 3.603 -0.725 -3.599
H 2.751 -1.776 -2.467
H 4.855 -1.373 -1.261
H 4.926 0.307 -1.766
H 3.327 -0.966 0.300
*
```

---

# 4
# C11H16N4Te4V

A structure of composition C11H16N4Te4V at a distorted geometry (ωB97M-V/def2-TZVPD, OMol25).

Summary:
calculated total energy	-2663.59494	Eh
F_max	3.516	eV/A

Structure (ORCA input):
```
! wB97M-V def2-TZVPD RIJCOSX def2/J DEFGRID3
* xyz 1 3
V -2.190 1.093 -0.384
C -3.747 2.645 0.463
C -4.498 1.623 -0.140
C -4.266 0.274 0.250
C -3.367 -0.031 1.301
C -2.626 0.999 1.921
C -2.736 2.317 1.428
H -3.787 3.665 0.071
H -5.110 1.832 -1.028
H -4.677 -0.534 -0.359
H -3.109 -1.084 1.505
H -1.833 0.732 2.624
H -1.982 3.035 1.720
Te -1.185 2.844 -1.982
Te 1.318 1.803 -2.776
Te 0.018 -0.402 -3.791
Te -2.469 0.595 -2.962
C 3.479 -2.519 -0.857
C 3.558 -1.492 0.283
C 3.798 -0.049 -0.205
C 2.357 -1.590 1.254
N 1.133 -1.085 0.621
C 0.539 0.135 0.632
N -0.618 0.036 -0.034
N -0.577 -1.157 -0.652
N 0.452 -1.811 -0.308
H 4.408 -2.511 -1.433
H 2.620 -2.325 -1.532
H 3.379 -3.534 -0.428
H 4.424 -1.779 0.895
H 3.069 0.254 -0.993
H 4.806 0.000 -0.653
H 3.781 0.688 0.633
H 2.562 -1.001 2.174
H 2.185 -2.648 1.529
H 0.893 0.982 1.214
*
```